# 1
The following is a quantum chemistry calculation of a cluster of 2 separate species, C4H11NO3 in total, from the OMol25 dataset.

Properties
HOMO level = -10.10 eV
Kohn-Sham gap = 10.6 eV
Energy above the lowest of the compared OMol25 structures with the same formula, charge and spin = 1.777 eV
LUMO = 0.53 eV
SMILES = C[C@@H](O)CNC=O.O

The geometry in XYZ format:
```
19
Properties=species:S:1:pos:R:3:nbo_charge:R:1
O -2.032 0.041 1.153 -0.625
C -1.491 1.022 1.585 0.547
N -0.191 1.416 1.366 -0.622
C 0.819 0.520 0.851 -0.275
C 0.973 0.355 -0.644 0.099
C 1.727 -0.890 -1.141 -0.631
O -0.341 0.135 -1.238 -0.781
H -2.092 1.852 2.040 0.117
H 0.058 2.341 1.662 0.406
H 0.633 -0.579 1.190 0.214
H 1.762 0.744 1.392 0.219
H 1.278 1.368 -1.245 0.175
H 1.243 -1.733 -0.656 0.212
H 2.793 -0.756 -0.945 0.212
H 1.443 -0.886 -2.250 0.244
H -1.131 0.236 -0.693 0.504
H -1.116 -1.555 -1.138 0.477
H -2.303 -1.751 -0.186 0.475
O -2.031 -1.882 -1.101 -0.966
```

# 2
The following is a quantum chemistry calculation of a cluster of 2 separate species, C4H11NO3 in total, from the OMol25 dataset.

Properties
HOMO level = -10.00 eV
Kohn-Sham gap = 10.6 eV
Energy above the lowest of the compared OMol25 structures with the same formula, charge and spin = 1.014 eV
LUMO = 0.61 eV
SMILES = C[C@@H](O)CC(N)=O.O

The geometry in XYZ format:
```
19
Properties=species:S:1:pos:R:3:nbo_charge:R:1
C 0.118 0.842 -0.147 -0.514
C 0.051 0.028 -1.446 0.106
C -0.466 0.904 -2.583 -0.617
O 1.373 -0.386 -1.785 -0.728
C -0.117 0.020 1.108 0.689
N -1.108 0.500 1.905 -0.825
O 0.391 -1.077 1.212 -0.629
H 1.065 1.388 -0.158 0.254
H -0.650 1.601 -0.149 0.195
H -0.568 -0.853 -1.333 0.176
H 0.094 1.814 -2.706 0.214
H -0.535 0.341 -3.514 0.217
H -1.494 1.183 -2.342 0.197
H 1.425 -1.307 -1.910 0.477
H -1.756 1.213 1.613 0.391
H -1.539 0.037 2.691 0.397
H 1.678 -2.410 2.641 0.476
H 0.558 -1.795 3.409 0.465
O 1.478 -2.043 3.495 -0.941
```

# 3
The following is a quantum chemistry calculation of a cluster of 3 separate species, C4H11NO3 in total, from the OMol25 dataset.

Properties
HOMO level (alpha / beta) = -6.75 / -8.39 eV
Kohn-Sham gap (alpha / beta) = 6.1 / 8.4 eV
Energy above the lowest of the compared OMol25 structures with the same formula, charge and spin = 7.130 eV
LUMO (alpha / beta) = -0.64 / 0.01 eV

The geometry in XYZ format:
```
19
Properties=species:S:1:pos:R:3:nbo_charge:R:1
C 0.745 -1.740 1.113 0.475
C -0.541 0.025 0.719 -0.011
C -0.133 2.845 -0.093 -0.252
C -0.798 -0.712 -1.495 -0.447
N 0.028 -0.150 -0.447 -0.354
O -1.002 1.814 -0.379 -0.660
O 1.968 -1.171 1.058 -0.718
O 0.516 -2.853 0.387 -0.672
H 1.960 -0.542 0.309 0.513
H 1.079 -2.850 -0.400 0.490
H 0.329 -1.844 2.110 0.168
H -1.582 -0.220 0.918 0.187
H 0.020 0.530 1.498 0.205
H 0.228 3.363 -0.997 0.152
H -0.604 3.611 0.550 0.162
H 0.773 2.505 0.461 0.132
H -0.717 -1.808 -1.459 0.201
H -0.420 -0.374 -2.458 0.220
H -1.848 -0.429 -1.395 0.209
```

# 4
The following is a quantum chemistry calculation of a cluster of 2 separate species, C4H11NO3 in total, from the OMol25 dataset.

Properties
HOMO level = -9.69 eV
Kohn-Sham gap = 10.4 eV
Energy above the lowest of the compared OMol25 structures with the same formula, charge and spin = 0.891 eV
LUMO = 0.67 eV
SMILES = CCC(=O)NCO.O

The geometry in XYZ format:
```
19
Properties=species:S:1:pos:R:3:nbo_charge:R:1
O 0.641 -1.043 1.301 -0.648
C 0.454 -0.445 0.255 0.704
N -0.309 0.692 0.246 -0.671
C -0.626 1.549 -0.863 0.086
O -1.356 0.935 -1.920 -0.729
C 1.085 -0.862 -1.054 -0.530
C 1.082 -2.391 -1.174 -0.602
H -0.749 0.882 1.141 0.432
H -1.191 2.365 -0.406 0.171
H 0.235 1.955 -1.376 0.175
H -2.289 0.829 -1.676 0.473
H 0.543 -0.445 -1.891 0.238
H 2.132 -0.604 -0.940 0.237
H 0.247 -2.910 -0.692 0.217
H 1.084 -2.723 -2.222 0.207
H 1.935 -2.907 -0.730 0.214
H -0.260 0.322 3.236 0.495
H 0.083 1.742 2.939 0.472
O -0.684 1.158 2.972 -0.941
```

# 5
The following is a quantum chemistry calculation of a cluster of 2 separate species, C4H11NO3 in total, from the OMol25 dataset.

Properties
HOMO level = -10.19 eV
Kohn-Sham gap = 10.7 eV
Energy above the lowest of the compared OMol25 structures with the same formula, charge and spin = 2.188 eV
LUMO = 0.52 eV
SMILES = C[C@@H](CO)NC=O.O

The geometry in XYZ format:
```
19
Properties=species:S:1:pos:R:3:nbo_charge:R:1
C -1.161 -1.038 -1.158 0.508
N -1.359 0.276 -0.867 -0.625
C 0.120 0.223 1.285 -0.622
C -0.370 0.937 0.053 -0.057
C 0.694 1.547 -0.840 -0.066
O 1.378 2.642 -0.173 -0.741
O -0.127 -1.627 -0.892 -0.644
H -1.886 -1.676 -1.740 0.142
H -2.197 0.758 -1.131 0.410
H 1.162 -0.094 1.415 0.256
H -0.471 -0.675 1.300 0.201
H -0.210 0.760 2.148 0.216
H -0.939 1.935 0.335 0.187
H 1.500 0.845 -0.972 0.192
H 0.313 1.964 -1.803 0.176
H 0.950 2.976 0.619 0.465
H -0.211 -2.232 1.664 0.457
H 0.950 -2.935 1.026 0.481
O 0.606 -2.677 1.918 -0.936
```

# 6
The following is a quantum chemistry calculation of a cluster of 2 separate species, C4H11NO3 in total, from the OMol25 dataset.

Properties
HOMO level (alpha / beta) = -14.86 / -14.86 eV
Kohn-Sham gap (alpha / beta) = 11.3 / 5.5 eV
Multiplicity = 2
Energy above the lowest of the compared OMol25 structures with the same formula, charge and spin = 1.356 eV
Net charge = +1
LUMO (alpha / beta) = -3.51 / -9.33 eV

The geometry in XYZ format:
```
19
Properties=species:S:1:pos:R:3:mulliken_spin:R:1
C 0.214 -1.152 0.499 0.108
C 0.263 0.411 0.195 -0.012
C 1.639 1.040 0.007 0.060
N -0.647 0.781 -0.902 0.709
C -0.404 0.413 -2.205 -0.068
O -1.471 0.548 -2.964 -0.006
O 0.680 0.028 -2.580 0.229
H -0.097 -1.264 1.531 0.009
H 1.244 -1.512 0.510 0.000
H -0.360 -1.652 -0.272 -0.003
H -0.271 0.772 1.074 0.001
H 2.315 0.292 -0.413 -0.003
H 2.120 1.381 0.920 0.011
H 1.617 1.833 -0.736 -0.006
H -1.516 1.211 -0.618 -0.031
H -1.429 0.244 -3.866 0.000
H -0.658 -1.525 3.471 0.001
H -1.630 -0.494 2.947 0.000
O -1.609 -1.357 3.400 0.001
```

# 7
The following is a quantum chemistry calculation of a cluster of 2 separate species, C4H11NO3S2 in total, from the OMol25 dataset.

Properties
HOMO level = -8.64 eV
Kohn-Sham gap = 8.9 eV
Energy above the lowest of the compared OMol25 structures with the same formula, charge and spin = 1.416 eV
LUMO = 0.28 eV
SMILES = C/C=C(/C)SS(=O)(=O)O.N

The geometry in XYZ format:
```
21
Properties=species:S:1:pos:R:3:nbo_charge:R:1
C 2.868 -0.909 0.832 -0.664
C -0.693 -0.643 2.268 -0.652
C 1.453 -1.248 1.232 -0.105
C 0.416 -0.347 1.382 -0.251
N -2.645 1.431 -2.558 -1.085
O 1.129 -0.274 -1.498 -0.902
O -1.213 0.039 -0.798 -0.947
O -0.023 1.827 -1.828 -0.986
S 0.422 1.352 1.016 0.074
S 0.175 0.674 -1.003 2.244
H 3.494 -1.707 1.299 0.216
H 3.086 0.133 0.997 0.225
H 3.036 -1.054 -0.224 0.245
H -0.934 -1.779 2.277 0.219
H -1.646 -0.139 2.157 0.230
H -0.191 -0.489 3.251 0.224
H 1.372 -2.248 1.495 0.198
H -1.919 0.683 -1.271 0.542
H -1.773 1.749 -3.079 0.412
H -3.300 2.256 -2.764 0.385
H -3.113 0.691 -3.184 0.378
```

# 8
The following is a quantum chemistry calculation of a cluster of 4 separate species, C4H11NO4Si3 in total, from the OMol25 dataset.

Properties
HOMO level = 1.31 eV
Kohn-Sham gap = 4.4 eV
Energy above the lowest of the compared OMol25 structures with the same formula, charge and spin = 1.491 eV
Net charge = -2
LUMO = 5.67 eV

The geometry in XYZ format:
```
23
Properties=species:S:1:pos:R:3:nbo_charge:R:1
C 2.454 -1.471 0.053 0.817
C 1.673 2.156 0.813 1.055
C 1.240 -1.005 0.803 -0.548
C 0.364 -0.267 -0.130 -0.766
N -0.888 0.320 0.395 -1.332
O 2.363 -1.231 -1.251 -0.830
O 0.833 2.794 0.306 -0.546
O 3.387 -2.160 0.442 -0.690
O 2.556 1.741 1.428 -0.566
Si 0.796 -0.531 -1.807 1.374
Si -1.660 1.572 -0.435 1.179
Si -1.976 -1.067 1.115 1.078
H 0.737 -1.918 1.162 0.172
H 1.465 -0.360 1.719 0.192
H 0.464 -1.529 -2.699 -0.291
H 1.202 0.719 -2.696 -0.267
H -1.635 -0.102 -1.908 -0.562
H -3.570 1.366 -0.045 -0.327
H -1.348 2.623 0.469 -0.294
H -1.772 2.289 -1.775 -0.218
H -3.352 -1.239 0.797 -0.220
H -1.237 -2.243 0.760 -0.196
H -2.096 -0.457 2.489 -0.215
```

# 9
The following is a quantum chemistry calculation of a structure of composition C4H11NO7PS3, from the OMol25 dataset.

Properties
HOMO level = -5.68 eV
Kohn-Sham gap = 8.4 eV
Net charge = -1
LUMO = 2.72 eV

The geometry in XYZ format:
```
27
Properties=species:S:1:pos:R:3:nbo_charge:R:1
C 0.982 1.386 -2.369 -0.237
O 0.320 0.351 -1.692 -0.546
C -0.685 -0.337 -2.395 -0.041
C -1.863 -0.657 -1.473 -0.430
C -1.496 -1.070 -0.046 -0.681
S -1.933 0.168 1.199 2.311
O -2.485 1.304 0.495 -0.987
O -2.810 -0.503 2.126 -0.971
N -0.573 0.700 1.892 -1.246
S 0.240 -0.289 2.832 2.060
O -0.120 -1.679 2.772 -0.954
O 0.484 0.323 4.114 -0.959
P 2.257 -0.253 2.007 1.495
O 2.779 1.245 2.250 -0.987
O 1.972 -0.377 0.435 -0.984
S 3.449 -1.592 2.701 -0.609
H 1.983 1.070 -2.681 0.155
H 1.083 2.235 -1.690 0.187
H 0.429 1.723 -3.249 0.164
H -0.281 -1.267 -2.816 0.152
H -1.057 0.272 -3.226 0.159
H -2.541 0.191 -1.457 0.243
H -2.403 -1.489 -1.933 0.195
H -0.449 -1.339 0.081 0.258
H -2.082 -1.939 0.242 0.242
H 2.096 1.874 1.975 0.511
H 2.706 -0.051 -0.094 0.499
```

# 10
The following is a quantum chemistry calculation of a structure of composition C4H11NORb, from the OMol25 dataset.

Properties
HOMO level = -11.54 eV
Kohn-Sham gap = 7.3 eV
Energy above the lowest of the compared OMol25 structures with the same formula, charge and spin = 1.175 eV
Net charge = +1
LUMO = -4.26 eV

The geometry in XYZ format:
```
18
Properties=species:S:1:pos:R:3:nbo_charge:R:1
Rb -2.903 4.366 -0.365 0.998
C 1.740 -0.835 1.146 -0.616
C 0.659 -0.787 0.076 -0.084
C 0.273 0.654 -0.180 -0.085
O -0.875 0.875 -0.955 -0.545
C -2.076 0.624 -0.243 -0.240
N 1.183 -1.385 -1.161 -0.839
H 2.499 -0.080 0.913 0.210
H 2.280 -1.780 1.209 0.229
H 1.354 -0.691 2.159 0.209
H -0.186 -1.380 0.471 0.162
H 1.168 1.069 -0.660 0.208
H 0.253 1.154 0.802 0.160
H -2.001 -0.027 0.630 0.200
H -2.763 0.167 -0.954 0.208
H -2.434 1.593 0.132 0.094
H 1.237 -2.390 -1.069 0.367
H 0.592 -1.146 -1.950 0.362
```

# 11
The following is a quantum chemistry calculation of the molecule C4H11NOS, from the OMol25 dataset.

Properties
HOMO level = -9.09 eV
Kohn-Sham gap = 9.9 eV
Energy above the lowest of the compared OMol25 structures with the same formula, charge and spin = 1.608 eV
LUMO = 0.81 eV
SMILES = C[C@@H](CS)NCO

The geometry in XYZ format:
```
18
Properties=species:S:1:pos:R:3:nbo_charge:R:1
C 1.132 1.058 -1.673 -0.645
C 0.521 1.222 -0.277 -0.048
C -0.985 0.775 -0.187 -0.554
S -1.453 -0.719 -1.097 -0.033
N 1.303 0.442 0.725 -0.664
C 0.805 -0.302 1.900 0.089
O 0.073 -1.470 1.698 -0.738
H 0.969 0.054 -2.111 0.213
H 0.563 1.546 -2.467 0.227
H 2.138 1.440 -1.779 0.227
H 0.609 2.291 -0.055 0.197
H -1.627 1.594 -0.547 0.226
H -1.267 0.762 0.875 0.208
H -0.199 -1.171 -1.104 0.126
H 1.913 -0.193 0.223 0.355
H 0.228 0.428 2.488 0.147
H 1.748 -0.545 2.394 0.188
H -0.757 -1.350 1.240 0.480
```

# 12
The following is a quantum chemistry calculation of the molecule C4H11NOS, from the OMol25 dataset.

Properties
HOMO level = -9.03 eV
Kohn-Sham gap = 9.9 eV
Energy above the lowest of the compared OMol25 structures with the same formula, charge and spin = 1.923 eV
LUMO = 0.86 eV
SMILES = C[C@@H](CS)NCO

The geometry in XYZ format:
```
18
Properties=species:S:1:pos:R:3:nbo_charge:R:1
C -0.767 1.249 0.433 -0.650
C -0.159 0.086 -0.326 -0.074
C 1.395 0.346 -0.197 -0.525
S 1.962 2.096 -0.345 -0.029
N -0.458 -1.251 0.293 -0.654
C -1.860 -1.703 -0.106 0.108
O -1.970 -2.986 0.387 -0.713
H -0.379 1.267 1.445 0.201
H -0.595 2.206 -0.063 0.231
H -1.906 1.321 0.472 0.212
H -0.454 -0.028 -1.356 0.198
H 1.897 -0.275 -0.983 0.233
H 1.857 -0.078 0.686 0.219
H 1.607 2.418 0.854 0.107
H -0.258 -1.216 1.262 0.362
H -1.956 -1.720 -1.125 0.145
H -2.748 -1.187 0.274 0.155
H -1.140 -3.470 0.081 0.471
```

Which max |F| belongs to each record? In order, 3.77 1.80 0.68 1.64 4.43 3.18 4.16 4.64 0.80 1.67 2.20 3.86 eV/Å.